This record from OMol25 describes C61H74Ge2N5PdS5 as an isolated structure at a distorted geometry. The level of theory is ωB97M-V/def2-TZVPD.

* F_max: 0.0335 hartree/bohr
* spin multiplicity: 3
* charge: +1
* energy: -242600.5000 eV
* energy relative to the best compared isomer or geometry (same formula, charge and spin): 28.42 kJ/mol
* highest occupied orbital energy (spin up / spin down): -9.803 / -10.117 eV

The geometry in XYZ format:
```
148
Properties=species:S:1:pos:R:3:forces:R:3:lowdin_charge:R:1
Pd 0.386900 -1.412100 0.032200 1.05 0.89 0.22 0.163
Ge 0.060400 -3.890900 1.520900 -0.34 -0.52 -0.01 0.180
Ge -0.105600 -3.695600 -1.668500 -0.04 -0.74 0.13 0.148
S -1.643200 -4.193100 -0.038000 1.06 -0.29 -0.05 0.372
S 1.702200 -3.930400 -0.153800 -1.22 0.26 0.05 0.369
S -0.288700 -1.571300 -2.201900 0.07 -0.45 -0.15 0.176
S 2.014300 0.343800 0.765700 -0.43 -0.40 0.40 0.710
S -0.012700 -1.878800 2.358000 0.21 -0.39 -0.12 0.246
N 3.329000 1.067400 -1.430500 0.16 -0.39 -0.47 0.079
N -4.072400 0.236500 -1.242200 -0.20 0.32 -0.41 0.060
N -1.206000 1.009200 -0.074300 0.27 0.54 -0.05 0.026
N -2.664500 -1.229400 0.370700 0.61 -0.03 -0.20 0.111
N 3.217000 -1.191200 -0.976100 0.12 0.16 0.28 0.094
C 3.011600 2.440800 -1.296400 -0.15 0.49 0.07 -0.267
C -2.425500 -5.363400 2.875000 -0.34 0.01 0.06 -0.191
C -4.499300 0.963600 -0.038900 -0.37 0.36 0.23 -0.337
C 1.070900 -5.703200 -3.569100 0.02 -0.16 -0.17 -0.221
C 3.266500 -4.570300 -3.220200 -0.02 -0.04 0.00 -0.236
C -6.079400 -2.465800 -2.252100 0.03 -0.09 -0.05 -0.052
C 1.278500 -6.441600 4.685500 0.03 0.08 -0.08 -0.014
C -2.146000 1.592800 0.906400 -0.17 0.21 0.38 -0.342
C -2.466700 -3.408400 4.462200 0.06 0.06 0.01 -0.032
C 4.561100 -4.596200 -2.726400 -0.07 -0.04 0.07 -0.015
C -0.182100 -6.720500 -5.366500 -0.07 -0.04 -0.06 -0.038
C 3.055600 -3.798100 3.777800 -0.08 -0.01 -0.09 -0.213
C 2.320400 -3.144600 4.907900 -0.04 -0.01 0.03 -0.039
C -1.941700 -2.553400 -5.085900 0.06 0.02 0.03 -0.050
C -4.817100 -3.142300 -2.701000 0.03 0.05 -0.06 -0.262
C -3.050200 -6.182400 1.929800 -0.05 -0.01 0.05 -0.264
C -1.121900 -5.764200 3.450000 0.09 -0.23 0.21 -0.230
C 3.130700 3.093100 -0.076700 0.11 -0.01 -0.07 -0.067
C 1.284700 -5.552600 3.615900 0.02 -0.22 0.21 -0.230
C -2.790400 -3.169200 -4.017500 0.07 -0.11 0.05 -0.239
C -3.068500 -4.222500 3.357700 0.06 -0.09 -0.03 -0.215
C -4.306400 -3.878700 2.829800 -0.01 0.00 -0.12 -0.022
C 0.082400 -5.249700 2.989500 0.05 0.74 -0.96 -0.196
C 2.427400 5.142900 -1.115600 -0.03 0.04 -0.03 -0.079
C -1.100300 -6.656200 4.516500 -0.06 0.00 -0.05 -0.022
C 4.557600 -5.099100 1.836900 -0.03 0.03 0.08 -0.009
C -0.062800 -4.992900 -3.198100 0.09 0.72 0.87 -0.197
C 2.390300 -5.610500 -2.899400 0.33 -0.06 0.05 -0.189
C 2.830300 -3.469000 -4.140800 -0.05 0.03 0.06 -0.029
C 2.822900 -6.662700 -2.089800 -0.09 0.10 -0.08 -0.225
C -4.927500 -4.657400 1.866500 0.05 0.05 -0.02 -0.264
C 5.039400 -3.922700 2.395800 -0.06 0.03 0.09 -0.260
C -3.098700 -6.487300 -2.205300 0.02 0.00 0.03 -0.030
C -3.489600 2.060400 0.327700 0.12 -0.23 -0.17 -0.098
C -3.951300 -2.535500 -3.596200 -0.04 -0.09 0.12 -0.012
C -6.281400 -4.296500 1.334500 -0.01 -0.08 0.05 -0.036
C 0.990600 -6.572300 -4.655300 0.06 0.02 0.04 -0.018
C 2.567600 -4.958600 3.173100 0.37 0.04 -0.01 -0.169
C -2.369700 -7.438500 1.477200 -0.02 0.02 -0.03 -0.024
C 5.015500 -5.647000 -1.941400 -0.04 0.01 0.07 -0.266
C 4.129200 -6.663900 -1.624700 0.03 0.06 -0.05 -0.014
C -3.368000 -5.079200 -2.638800 -0.02 0.09 -0.06 -0.244
C -4.520000 -4.420700 -2.248300 0.03 0.01 0.02 -0.011
C -2.399800 0.568300 2.014600 0.19 0.13 -0.22 -0.123
C 2.319100 4.491400 -2.333500 0.06 0.07 -0.01 -0.076
C -4.660800 -0.052400 1.099900 0.21 0.04 -0.16 -0.086
C -4.290200 -5.813800 1.436400 0.07 0.01 0.11 -0.027
C -3.294100 -0.572300 1.537000 -0.11 0.16 0.63 -0.294
C -1.299500 -5.994400 -4.998200 -0.02 0.06 0.03 -0.015
C -1.249000 -5.133600 -3.910900 0.02 -0.19 -0.22 -0.238
C -2.476300 -4.423200 -3.494900 -0.36 0.11 -0.06 -0.179
C 2.901600 0.067400 -0.653100 0.44 -0.38 -0.10 -0.786
C 3.340400 -5.635400 2.222600 -0.08 0.06 0.05 -0.239
C 6.357200 -3.354600 1.962500 -0.06 0.01 -0.03 -0.045
C 1.899700 -7.801700 -1.773900 0.01 -0.06 -0.01 -0.021
C 6.442600 -5.692100 -1.488500 0.04 0.01 -0.03 -0.046
C 2.856300 -6.938400 1.661600 0.03 0.04 0.01 -0.024
C 2.607600 3.142600 -2.427200 0.03 -0.18 0.13 -0.024
C 2.824900 4.440700 0.009700 0.02 -0.01 -0.04 -0.065
C 4.282600 -3.290500 3.371900 -0.01 -0.11 -0.17 0.002
C 0.092900 -7.001700 5.121700 0.00 -0.07 0.11 -0.041
H -3.961300 2.685900 1.088800 0.02 0.04 -0.04 0.129
H 4.660700 -2.394700 3.845000 0.05 0.11 0.04 0.120
H 3.772600 0.817200 -2.305900 0.00 -0.03 0.14 0.161
H 2.921000 4.943400 0.959400 0.02 0.06 0.08 0.110
H -1.397100 -7.206200 1.041400 0.07 -0.02 -0.07 0.076
H -3.315000 2.694900 -0.544700 -0.04 0.11 -0.04 0.120
H -2.227900 -6.088000 -5.541200 -0.11 -0.07 -0.09 0.129
H -3.226000 -2.801900 4.950800 -0.04 0.04 0.06 0.085
H -2.073700 -1.474700 -5.111500 0.03 0.08 -0.03 0.077
H 6.699400 -4.803600 -0.913400 0.05 0.05 0.07 0.069
H -6.939100 -3.106200 -2.441200 -0.11 0.02 0.02 0.092
H -0.259800 1.280900 0.199500 -0.20 -0.05 -0.21 0.005
H -5.468900 1.456600 -0.208900 0.18 -0.07 0.04 0.145
H -1.680100 2.480800 1.360000 -0.13 -0.15 -0.05 0.144
H -2.189900 -8.102100 2.322400 0.01 -0.09 -0.01 0.087
H 2.333900 -3.884600 -5.016000 -0.04 0.08 -0.11 0.090
H 1.809700 -8.461400 -2.637400 -0.07 -0.08 -0.01 0.089
H -4.778000 -6.444800 0.709500 -0.09 -0.14 -0.15 0.114
H 1.991500 -6.782100 1.014300 -0.06 -0.05 -0.07 0.067
H -0.230900 -7.406200 -6.198900 0.02 -0.03 -0.10 0.112
H -1.355500 1.400900 -1.001600 0.08 -0.12 0.07 0.082
H -5.284900 -0.880800 0.757200 -0.10 -0.06 0.04 0.110
H -6.290100 -4.311000 0.246700 -0.05 0.03 -0.09 0.051
H 2.632700 -3.597300 5.851100 -0.04 0.03 0.08 0.094
H -2.867700 1.062400 2.863700 -0.10 -0.01 0.12 0.132
H 2.019700 5.037500 -3.215300 -0.03 0.03 -0.07 0.108
H 2.116700 -2.801700 -3.650200 -0.06 0.10 -0.05 0.040
H -3.766200 0.870700 -1.970800 -0.08 -0.03 -0.07 0.109
H 7.108100 -5.729500 -2.350600 0.09 -0.01 0.00 0.087
H -2.036000 -7.067200 4.865600 -0.10 -0.06 0.09 0.129
H 2.549900 -7.606500 2.465000 -0.03 -0.10 -0.02 0.089
H 2.214000 -6.686800 5.167000 0.09 -0.03 0.06 0.129
H 3.679900 -1.432500 -1.839000 -0.04 -0.01 -0.01 0.111
H 5.249000 -3.806400 -2.999400 0.09 0.10 -0.05 0.117
H -1.440200 0.163700 2.343900 -0.19 0.08 0.09 0.036
H 2.222900 6.200100 -1.054100 -0.06 0.10 0.04 0.107
H 6.802900 -2.764400 2.759400 0.09 0.05 0.01 0.078
H -2.841300 -2.242400 0.308900 0.18 0.21 0.10 0.038
H -4.811000 -3.000200 3.208700 -0.12 0.10 0.08 0.112
H 3.641100 -7.417800 1.084500 0.01 -0.06 -0.06 0.068
H -1.998100 -4.053800 5.202300 0.00 0.03 0.12 0.087
H 0.097300 -7.698900 5.946100 -0.01 -0.06 0.09 0.111
H 3.480800 2.559900 0.792000 0.05 -0.02 0.05 0.083
H -2.235800 -2.960100 -6.054800 0.05 0.02 -0.10 0.096
H 2.883100 -1.958300 -0.370100 0.35 0.51 -0.55 -0.022
H -1.619500 -1.052300 0.380800 -1.66 -0.45 0.03 -0.002
H -6.589000 -3.311600 1.678000 -0.07 0.08 0.00 0.074
H 2.520200 2.634100 -3.375800 -0.02 -0.10 -0.11 0.114
H 6.220600 -2.703500 1.097700 0.06 0.05 -0.07 0.078
H -6.236400 -1.531400 -2.787200 -0.07 0.10 -0.03 0.075
H -7.018600 -5.021800 1.675700 -0.13 0.00 0.00 0.091
H -4.833700 -0.326600 -1.608500 0.07 0.03 -0.07 0.070
H -0.887500 -2.778900 -4.936700 0.05 0.06 -0.04 0.061
H -3.396400 -1.297600 2.347300 0.05 -0.03 -0.13 0.126
H -2.967900 -7.965200 0.738900 -0.03 -0.05 -0.06 0.078
H 4.471800 -7.498800 -1.031100 0.06 -0.10 0.09 0.114
H 7.046700 -4.148500 1.683600 0.09 0.00 -0.03 0.076
H 3.686300 -2.885100 -4.472700 0.04 0.07 -0.04 0.080
H -2.133000 -6.563200 -1.707600 0.06 -0.06 0.07 0.062
H 2.271500 -8.389800 -0.938600 0.03 -0.03 0.05 0.075
H 2.546100 -2.081700 4.946200 -0.03 0.07 0.04 0.081
H 1.243900 -3.273800 4.816900 -0.05 0.06 0.03 0.056
H -3.055200 -0.719300 -0.501600 0.42 -0.57 0.23 0.079
H -5.161000 0.410700 1.948400 -0.04 0.03 0.05 0.132
H 0.897700 -7.444900 -1.534500 -0.06 0.00 0.04 0.083
H 5.156100 -5.619500 1.103700 0.07 -0.09 -0.12 0.103
H -3.871300 -6.832700 -1.525000 -0.05 -0.06 0.07 0.070
H -6.053000 -2.270800 -1.179200 -0.07 0.06 0.10 0.058
H 1.873400 -7.129300 -4.932400 0.10 -0.07 -0.06 0.130
H -5.210300 -4.920800 -1.586600 -0.12 -0.12 0.12 0.105
H -1.693100 -2.743500 4.075300 0.01 0.03 0.07 0.006
H 6.631700 -6.570400 -0.876300 0.06 -0.04 0.06 0.079
H -4.188300 -1.563300 -4.003900 -0.07 0.17 -0.05 0.115
H -3.069400 -7.149700 -3.070000 -0.02 -0.09 -0.01 0.092
```
Forces are in eV/Å.